# 1
{
  "formula": "C15H22N2O4",
  "method": "ωB97M-V/def2-TZVPD",
  "symbols": ["C", "C", "C", "C", "C", "N", "C", "O", "C", "N", "C", "C", "C", "C", "C", "O", "C", "C", "C", "O", "O", "H", "H", "H", "H", "H", "H", "H", "H", "H", "H", "H", "H", "H", "H", "H", "H", "H", "H", "H", "H", "H", "H"],
  "xyz": [[-3.42, -0.94, 1.71], [-2.20, -1.71, 1.26], [-2.05, -1.71, -0.25], [-1.09, -2.81, -0.88], [-1.61, -0.33, -0.84], [-0.53, 0.46, -0.18], [0.12, 1.37, -0.96], [0.21, 1.34, -2.18], [0.69, 2.56, -0.17], [-0.42, 3.41, 0.42], [1.44, 2.10, 1.12], [2.43, 1.06, 0.66], [2.23, -0.27, 1.02], [2.96, -1.30, 0.44], [4.03, -1.06, -0.42], [4.80, -2.11, -0.92], [4.34, 0.29, -0.73], [3.48, 1.29, -0.21], [-2.86, 0.51, -0.96], [-2.86, 1.68, -0.67], [-3.84, -0.10, -1.67], [-4.32, -1.00, 1.08], [-3.07, 0.14, 1.68], [-3.67, -1.14, 2.74], [-2.13, -2.67, 1.73], [-1.37, -1.18, 1.67], [-3.07, -1.86, -0.68], [-0.05, -2.39, -0.90], [-1.32, -2.97, -1.93], [-1.10, -3.77, -0.30], [-1.29, -0.54, -1.87], [-0.59, 0.62, 0.77], [1.30, 3.01, -0.83], [-1.09, 2.77, 0.91], [-0.88, 3.71, -0.36], [2.00, 2.89, 1.54], [0.72, 1.75, 1.90], [1.44, -0.55, 1.76], [2.73, -2.36, 0.48], [5.55, -1.71, -1.37], [5.21, 0.60, -1.24], [3.63, 2.34, -0.51], [-4.46, 0.62, -1.86]],
  "mulliken_charge": [-1.022, -0.701, 0.789, -1.528, -0.672, 0.420, 0.599, -0.708, -0.835, -0.676, -1.127, 0.036, 0.216, -0.851, 0.920, -0.552, -0.898, -0.218, 0.128, -0.554, -0.459, 0.248, 0.190, 0.360, 0.535, 0.014, 0.409, 0.285, 0.392, 0.372, 0.492, 0.266, 0.635, 0.316, 0.354, 0.539, 0.388, 0.178, 0.378, 0.285, 0.344, 0.330, 0.384],
  "lumo_ha": 0.023,
  "e_above_lowest_ev": 2.250,
  "smiles": "CC[C@H](C)[C@H](NC(=O)[C@@H](N)Cc1ccc(O)cc1)C(=O)O",
  "homo_energy_ev": -8.528,
  "max_force_ha_per_bohr": 0.117,
  "total_charge": 0
}

***

# 2
{
  "formula": "C5H5FOS",
  "method": "ωB97M-V/def2-TZVPD",
  "symbols": ["F", "C", "C", "O", "C", "C", "C", "S", "H", "H", "H", "H", "H"],
  "xyz": [[-2.19, 0.17, -0.16], [-0.90, -0.15, -0.41], [-0.49, -0.26, -1.67], [0.79, -0.60, -2.00], [1.64, -0.87, -0.97], [1.30, -0.79, 0.32], [-0.04, -0.33, 0.79], [0.15, 1.24, 1.75], [-1.15, -0.09, -2.54], [2.58, -1.19, -1.31], [2.05, -1.04, 1.08], [-0.48, -1.06, 1.49], [-1.06, 1.24, 2.34]],
  "mulliken_charge": [-0.297, 0.299, -0.277, -0.390, -0.267, -0.624, 0.203, -0.222, 0.364, 0.417, 0.349, 0.303, 0.142],
  "lumo_ha": 0.029,
  "e_above_lowest_ev": 1.186,
  "smiles": "FC1=COC=C[C@H]1S",
  "homo_energy_ev": -8.768,
  "max_force_ha_per_bohr": 0.022,
  "total_charge": 0
}

***

# 3
{
  "formula": "C2H8S2",
  "method": "ωB97M-V/def2-TZVPD",
  "symbols": ["C", "S", "H", "H", "H", "H", "C", "S", "H", "H", "H", "H"],
  "xyz": [[2.51, -0.79, 1.29], [1.00, -1.56, 0.62], [2.29, 0.27, 1.41], [3.49, -0.90, 0.84], [2.57, -1.14, 2.32], [1.47, -1.77, -0.62], [-1.78, 1.89, 0.18], [-1.45, 1.03, -1.38], [-1.12, 1.59, 0.99], [-2.82, 1.76, 0.46], [-1.69, 2.95, 0.01], [-1.73, -0.17, -0.87]],
  "mulliken_charge": [-0.735, -0.205, 0.251, 0.326, 0.244, 0.120, -0.729, -0.162, 0.242, 0.294, 0.268, 0.088],
  "lumo_ha": 0.033,
  "e_above_lowest_ev": 0.527,
  "smiles": "CS.CS",
  "homo_energy_ev": -8.754,
  "max_force_ha_per_bohr": 0.035,
  "total_charge": 0
}

***

# 4
{
  "formula": "C4H9N2O",
  "method": "ωB97M-V/def2-TZVPD",
  "symbols": ["C", "N", "C", "C", "C", "N", "O", "H", "H", "H", "H", "H", "H", "H", "H", "H"],
  "xyz": [[0.33, 0.48, -2.50], [0.01, 0.28, -1.12], [-0.48, -0.54, -0.33], [-0.57, -0.17, 1.18], [0.31, -1.07, 1.96], [-0.05, 1.19, 1.09], [0.84, 1.32, 0.23], [-0.54, 0.28, -3.17], [1.32, -0.12, -2.89], [0.65, 1.63, -2.60], [-0.90, -1.55, -0.61], [-1.64, -0.10, 1.49], [0.24, -2.02, 1.55], [0.01, -0.96, 2.98], [1.23, -0.59, 1.61], [-0.76, 1.94, 1.14]],
  "mulliken_charge": [-0.723, 0.080, -0.242, 0.091, -1.136, 0.043, -0.257, 0.346, 0.306, 0.276, 0.441, 0.396, 0.403, 0.325, 0.341, 0.309],
  "lumo_ha": [-0.207, -0.207],
  "e_above_lowest_ev": 6.173,
  "smiles": "C/N=C/[C@@H](C)[NH+]=O",
  "homo_energy_ev": [-14.725, -14.726],
  "max_force_ha_per_bohr": 0.073,
  "total_charge": 1
}

***

# 5
{
  "formula": "C4H10BrNO3P2",
  "method": "ωB97M-V/def2-TZVPD",
  "symbols": ["N", "P", "O", "C", "C", "C", "C", "P", "O", "Br", "O", "H", "H", "H", "H", "H", "H", "H", "H", "H", "H"],
  "xyz": [[3.01, -1.68, -0.50], [2.70, 0.00, -0.40], [2.31, 0.25, -1.97], [0.98, 0.08, 0.31], [0.50, 1.41, 0.87], [-0.95, 1.06, 1.14], [-1.31, 0.26, -0.11], [-2.35, -1.28, 0.11], [-3.33, -1.16, -1.21], [-3.83, -0.50, 1.60], [-0.04, -0.22, -0.65], [2.20, -2.23, -0.78], [3.37, -2.04, 0.38], [1.40, 0.57, -2.08], [0.94, -0.68, 1.11], [0.54, 2.14, 0.05], [1.07, 1.80, 1.72], [-1.62, 1.91, 1.30], [-1.01, 0.43, 2.03], [-1.76, 0.88, -0.89], [-2.82, -1.02, -2.03]],
  "mulliken_charge": [-0.583, 0.138, -0.457, -0.006, -0.524, -0.946, -0.020, 0.190, -0.475, -0.240, -0.446, 0.284, 0.271, 0.371, 0.208, 0.240, 0.403, 0.418, 0.407, 0.435, 0.333],
  "lumo_ha": 0.015,
  "e_above_lowest_ev": 0.102,
  "smiles": "NP(O)[C@H]1CC[C@H](P(O)Br)O1",
  "homo_energy_ev": -8.928,
  "max_force_ha_per_bohr": 0.011,
  "total_charge": 0
}

***

# 6
{
  "formula": "C3HIN2",
  "method": "ωB97M-V/def2-TZVPD",
  "symbols": ["N", "C", "C", "I", "C", "N", "H"],
  "xyz": [[0.23, -1.81, 1.55], [-0.02, -0.99, 0.77], [-0.25, -0.06, -0.24], [-1.78, 1.65, 0.85], [0.92, 0.55, -0.76], [1.81, 1.13, -1.22], [-0.92, -0.47, -0.95]],
  "mulliken_charge": [-0.315, 0.437, -0.734, 0.174, 0.380, -0.308, 0.367],
  "lumo_ha": -0.104,
  "e_above_lowest_ev": 0.263,
  "smiles": "N#CC(I)C#N",
  "homo_energy_ev": -10.678,
  "max_force_ha_per_bohr": 0.052,
  "total_charge": 0
}

***

# 7
{
  "formula": "C22H26N4O4",
  "method": "ωB97M-V/def2-TZVPD",
  "symbols": ["C", "C", "C", "C", "C", "C", "C", "C", "O", "N", "C", "C", "C", "C", "C", "O", "N", "N", "C", "C", "C", "C", "C", "C", "N", "O", "O", "C", "C", "C", "H", "H", "H", "H", "H", "H", "H", "H", "H", "H", "H", "H", "H", "H", "H", "H", "H", "H", "H", "H", "H", "H", "H", "H", "H", "H"],
  "xyz": [[5.56, 3.98, -2.97], [4.12, 4.47, -3.08], [3.13, 3.41, -2.60], [1.69, 3.90, -2.72], [0.67, 2.92, -2.13], [0.57, 1.62, -2.93], [-0.57, 0.71, -2.43], [-0.25, 0.18, -1.04], [0.45, -0.79, -0.87], [-0.80, 0.93, -0.03], [-0.84, 0.59, 1.32], [0.07, -0.30, 1.89], [-0.10, -0.72, 3.19], [-1.16, -0.25, 3.96], [-1.47, -0.91, 5.25], [-1.54, -0.40, 6.35], [-1.70, -2.26, 5.07], [-1.79, -2.73, 3.84], [-1.95, -3.94, 3.51], [-2.00, -4.24, 2.08], [-1.95, -5.55, 1.60], [-1.96, -5.80, 0.24], [-2.02, -4.76, -0.67], [-2.09, -3.46, -0.19], [-2.20, -2.37, -1.12], [-2.00, -2.60, -2.29], [-2.52, -1.28, -0.68], [-2.07, -3.19, 1.17], [-1.99, 0.73, 3.43], [-1.83, 1.14, 2.12], [6.26, 4.74, -3.31], [5.71, 3.08, -3.57], [5.81, 3.74, -1.93], [4.00, 5.38, -2.49], [3.91, 4.72, -4.12], [3.34, 3.17, -1.55], [3.27, 2.50, -3.19], [1.60, 4.85, -2.19], [1.45, 4.08, -3.77], [-0.31, 3.41, -2.12], [0.94, 2.70, -1.10], [0.39, 1.85, -3.98], [1.50, 1.06, -2.86], [-1.52, 1.25, -2.43], [-0.65, -0.15, -3.09], [-1.46, 1.64, -0.31], [0.88, -0.69, 1.29], [0.59, -1.44, 3.61], [-1.86, -2.85, 5.90], [-2.04, -4.77, 4.22], [-1.90, -6.37, 2.30], [-1.91, -6.82, -0.11], [-2.02, -4.94, -1.73], [-2.11, -2.17, 1.52], [-2.80, 1.13, 4.03], [-2.51, 1.87, 1.70]],
  "mulliken_charge": [-1.295, -0.367, -0.467, -0.988, -0.328, -0.682, -0.835, 0.385, -0.692, 0.178, 0.419, -0.150, -0.406, 0.620, -0.208, -0.620, -0.600, 0.337, -0.514, 0.444, -0.811, -0.545, -0.550, -0.070, 1.109, -0.648, -0.602, 0.117, -0.882, -0.666, 0.391, 0.327, 0.321, 0.340, 0.315, 0.291, 0.306, 0.353, 0.350, 0.304, 0.181, 0.356, 0.375, 0.452, 0.327, 0.203, 0.459, 0.383, 0.255, 0.351, 0.387, 0.394, 0.492, 0.583, 0.433, 0.392],
  "lumo_ha": -0.018,
  "e_above_lowest_ev": 4.511,
  "smiles": "CCCCCCCC(=O)Nc1ccc(C(=O)N/N=C/c2cccc([N+](=O)[O-])c2)cc1",
  "homo_energy_ev": -8.452,
  "max_force_ha_per_bohr": 0.027,
  "total_charge": 0
}

***

# 8
{
  "formula": "C23H40ClF3N4W",
  "method": "ωB97M-V/def2-TZVPD",
  "symbols": ["W", "Cl", "C", "C", "N", "H", "N", "H", "C", "C", "C", "H", "H", "H", "H", "H", "H", "C", "H", "H", "H", "C", "C", "H", "H", "C", "H", "C", "H", "H", "H", "H", "H", "C", "H", "C", "N", "H", "N", "H", "C", "C", "C", "H", "H", "H", "H", "H", "H", "C", "H", "H", "H", "C", "C", "H", "H", "C", "H", "C", "H", "H", "H", "H", "H", "C", "H", "C", "F", "C", "F", "F"],
  "xyz": [[-0.15, -0.29, -0.47], [-2.06, -0.67, -1.61], [0.68, 2.52, 2.19], [-0.52, 0.97, 1.09], [0.38, 2.03, 0.96], [-0.07, 1.90, 4.18], [-0.78, 0.90, 2.44], [1.35, 3.36, 2.33], [1.08, 2.23, -0.30], [2.03, 3.41, -0.18], [1.95, 1.02, -0.65], [2.78, 3.21, 0.60], [2.57, 3.52, -1.13], [1.51, 4.36, 0.05], [0.58, 2.83, -2.24], [-0.81, 2.98, -1.12], [1.48, 0.24, -1.42], [0.04, 2.35, -1.41], [2.44, 0.59, 0.22], [2.82, 1.42, -1.21], [-0.35, 1.36, -1.82], [-0.01, 1.80, 3.11], [-0.81, -0.95, 3.98], [-0.47, -0.46, 4.90], [-1.36, -1.86, 4.25], [-1.68, -0.05, 3.11], [-3.10, -1.50, 2.51], [-2.69, 0.75, 3.95], [-3.22, 1.49, 3.33], [0.06, -1.25, 3.38], [-1.60, -1.50, 1.56], [-2.23, 1.28, 4.79], [-3.44, 0.08, 4.37], [-2.36, -0.86, 2.03], [-2.86, -0.22, 1.30], [-1.88, -5.54, -5.44], [-1.25, -4.55, -4.70], [-3.54, -6.84, -4.90], [-2.74, -5.42, -3.43], [-1.67, -5.75, -6.47], [-0.32, -3.56, -5.28], [0.33, -4.16, -6.51], [-1.11, -2.30, -5.63], [-0.40, -4.35, -7.30], [1.07, -3.47, -6.93], [0.85, -5.09, -6.27], [1.39, -2.43, -4.70], [1.35, -4.06, -3.99], [-1.52, -1.83, -4.73], [0.74, -3.19, -4.25], [-1.94, -2.52, -6.32], [-0.44, -1.59, -6.12], [0.28, -2.78, -3.34], [-2.81, -6.09, -4.64], [-4.77, -4.42, -2.52], [-5.27, -4.45, -3.49], [-5.53, -4.52, -1.73], [-3.77, -5.56, -2.37], [-3.91, -5.44, -0.24], [-4.45, -6.91, -2.50], [-3.72, -7.73, -2.44], [-4.25, -3.46, -2.39], [-2.54, -4.52, -0.94], [-5.03, -6.99, -3.43], [-5.17, -7.07, -1.69], [-3.11, -5.45, -1.01], [-2.45, -6.31, -0.82], [-1.79, -4.45, -3.46], [1.89, -0.93, 1.64], [1.36, -1.53, 0.46], [2.51, -1.76, -0.33], [0.95, -2.78, 0.88]],
  "mulliken_charge": [0.460, -0.566, -0.606, -0.089, 0.226, 0.352, 0.511, 0.369, 1.354, -2.297, -1.547, 0.509, 0.513, 0.419, 0.402, 0.245, 0.186, -1.180, 0.312, 0.566, 0.206, -0.486, -1.473, 0.357, 0.424, 1.547, 0.521, -1.769, 0.372, 0.212, 0.286, 0.355, 0.427, -1.842, 0.372, -0.657, 0.062, 0.076, -0.302, 0.212, 3.865, -3.061, -2.099, 0.579, 0.378, 0.513, 0.442, 0.404, 0.196, -2.102, 0.420, 0.410, 0.313, -0.299, -2.708, 0.545, 0.378, 6.021, 0.440, -4.225, 0.614, 0.138, 0.287, 0.563, 0.518, -2.613, 0.434, -0.809, -0.204, 0.167, -0.267, -0.277],
  "lumo_ha": [0.154, 0.153],
  "spin_multiplicity": 3,
  "homo_energy_ev": [2.809, 0.315],
  "max_force_ha_per_bohr": 0.075,
  "total_charge": -2
}